No. 1
Density functional theory data (ωB97M-V/def2-TZVPD) for a structure of composition C16H18B2CuN6O2.

Values from the calculation:
Kohn-Sham gap (spin up / spin down): 6.6 / 8.6 eV
total energy: -2789.6913 Ha

ORCA input file:
```
! wB97M-V def2-TZVPD RIJCOSX def2/J DEFGRID3
* xyz 0 2
H 0.6917 3.2504 0.2144
N 0.2697 1.6190 -1.1361
B -0.1078 0.2899 -3.3023
N 0.2578 1.5715 -2.5261
C 0.6086 2.7633 -3.0300
Cu -0.1645 -0.1588 -0.1568
H 0.6736 2.9101 -4.0997
C 0.8382 3.6241 -1.9754
H 1.1425 4.6508 -2.0498
C 0.6069 2.8847 -0.8038
H -0.0475 0.4224 -4.4764
C -0.7941 -1.6618 0.9629
H -0.8013 -1.5203 2.0542
H -0.0881 -2.4726 0.7407
H -1.7933 -1.9685 0.6426
N -1.5198 -0.1027 -2.8314
N 0.8561 -0.7941 -2.7763
N -1.8017 -0.2689 -1.4859
N 0.9878 -1.0798 -1.4346
C -2.6352 -0.2920 -3.5567
C 1.7079 -1.5649 -3.4657
H -2.5997 -0.1830 -4.6348
H 1.7770 -1.4669 -4.5409
C -3.6623 -0.6067 -2.6902
C 2.3714 -2.3777 -2.5691
C -3.1047 -0.5903 -1.3975
C 1.8836 -2.0607 -1.2966
H -4.6843 -0.8232 -2.9497
H 3.1233 -3.1113 -2.8029
H -3.6230 -0.8084 -0.4685
H 2.1541 -2.4991 -0.3387
H -1.0595 0.5339 0.9139
O 1.5138 -0.8758 2.3147
B 0.7795 0.1379 1.5900
O 0.9557 1.3723 2.2764
C 0.8688 0.9217 3.5792
C 0.2852 1.5201 4.6471
C 0.1055 0.7662 5.8327
C 0.4681 -0.5997 5.8671
C 1.0134 -1.2355 4.7213
C 1.2330 -0.4791 3.6043
H -0.0148 2.5651 4.5837
H -0.2870 1.2463 6.7267
H 0.3466 -1.1596 6.7940
H 1.2685 -2.2881 4.7301
*
```


No. 2
Density functional theory data (ωB97M-V/def2-TZVPD) for a structure of composition C16H18B2N6O2Ru.

Values from the calculation:
Kohn-Sham gap (spin up / spin down): 5.5 / 2.1 eV
total energy: -1243.4790 Ha

ORCA input file:
```
! wB97M-V def2-TZVPD RIJCOSX def2/J DEFGRID3
* xyz 2 5
H -0.0982 2.8732 0.9470
N 0.0908 1.6823 -0.7668
B 0.8331 0.8355 -3.1059
N 0.5556 1.9181 -2.0530
C 0.7115 3.2263 -2.2588
Ru -0.3463 -0.1827 -0.1090
H 1.0219 3.5081 -3.2516
C 0.4598 3.8741 -1.0484
H 0.5557 4.9182 -0.8838
C 0.1016 2.8659 -0.1188
H 1.3424 1.2033 -4.1256
C -2.1861 -2.8927 1.4151
H -2.4893 -3.0583 2.4554
H -1.1864 -3.3226 1.2859
H -2.8586 -3.4385 0.7430
N -0.5722 0.2838 -3.3308
N 1.5364 -0.3363 -2.4073
N -1.2737 -0.1816 -2.2393
N 1.2862 -0.8408 -1.1365
C -1.2875 0.1674 -4.4585
C 2.5476 -0.9872 -2.9744
H -0.8181 0.5095 -5.3820
H 2.7643 -0.6663 -3.9819
C -2.4915 -0.4179 -4.1191
C 3.0622 -1.8892 -2.0461
C -2.4459 -0.6340 -2.7213
C 2.2511 -1.7564 -0.8853
H -3.2764 -0.6670 -4.8180
H 3.9102 -2.5065 -2.2221
H -3.1880 -1.1020 -2.0863
H 2.3253 -2.2079 0.0955
H -2.2290 -1.8071 1.1773
O 0.4809 -1.2370 2.7158
B -0.0433 -0.1562 1.9076
O -0.6208 0.8537 2.7846
C -0.7613 0.2123 3.9913
C -1.2097 0.7403 5.1961
C -0.9529 0.0017 6.3718
C -0.3308 -1.2630 6.3128
C 0.0635 -1.8221 5.0791
C -0.1100 -1.0506 3.9428
H -1.7120 1.7198 5.2379
H -1.2343 0.4055 7.3422
H -0.1489 -1.8141 7.2318
H 0.5262 -2.8177 5.0012
*
```


No. 3
Density functional theory data (ωB97M-V/def2-TZVPD) for a structure of composition C16H18BrCdIN6O3S.

Values from the calculation:
Kohn-Sham gap: 7.6 eV
total energy: -4611.9757 Ha

ORCA input file:
```
! wB97M-V def2-TZVPD RIJCOSX def2/J DEFGRID3
* xyz 2 1
Cd 0.1727 0.0264 0.0251
O 4.6608 0.7382 4.4453
C 3.6835 0.6651 3.5521
C 2.6260 1.5766 3.4698
C 1.6746 1.3925 2.4978
N 1.7067 0.3790 1.6162
C 2.7221 -0.4842 1.7213
Br 2.7076 -1.9155 0.4866
C 3.7285 -0.4008 2.6477
H 4.5619 1.4927 5.0409
H 2.5454 2.4113 4.1527
H 0.8390 2.0750 2.4107
H 4.5280 -1.1247 2.6925
N -0.9782 -5.3957 -4.6176
C -1.8709 -4.4991 -4.1672
S -3.4099 -4.3705 -4.7015
C -1.3469 -3.5281 -3.1625
C -0.1080 -2.9086 -3.3145
C 0.2860 -1.9532 -2.4017
N -0.4713 -1.6063 -1.3506
C -1.6535 -2.2186 -1.1901
C -2.1266 -3.1691 -2.0683
H -1.2941 -6.0809 -5.2869
H -0.1067 -5.5686 -4.1445
H 0.5282 -3.1379 -4.1589
H 1.2312 -1.4375 -2.5139
H -2.2378 -1.9212 -0.3285
H -3.0993 -3.6166 -1.9224
N -1.2819 4.3395 -2.9614
C -0.0995 3.4223 -2.8569
C -0.3841 2.4368 -1.7122
O 0.5275 1.5988 -1.5027
O -1.4736 2.5603 -1.1272
H -1.7373 4.3049 -3.8729
H -1.0521 5.3122 -2.7606
H -1.9315 3.9766 -2.2296
H 0.8009 3.9945 -2.6514
H 0.0343 2.8840 -3.7912
I -4.4625 -0.8762 4.3052
C -3.3459 -0.1060 2.7569
C -3.6889 0.9198 1.8961
N -2.6665 1.0887 1.0489
N -1.6659 0.2309 1.3097
C -2.0704 -0.4999 2.3493
H -4.5780 1.5255 1.8445
H -2.5317 1.7394 0.2803
H -1.4407 -1.2694 2.7678
*
```


No. 4
Density functional theory data (ωB97M-V/def2-TZVPD) for a structure of composition C16H18BrN5OReS3.

Values from the calculation:
Kohn-Sham gap (spin up / spin down): 5.8 / 6.1 eV
total energy: -4815.8943 Ha

ORCA input file:
```
! wB97M-V def2-TZVPD RIJCOSX def2/J DEFGRID3
* xyz 1 1
Re -0.0034 -0.4967 -0.6215
O -0.0222 -0.4967 1.3360
N 1.1890 -0.1390 1.9109
C 1.2168 0.1649 3.2512
C 2.4643 0.5395 3.8686
C 3.5751 0.5825 3.1149
C 3.5062 0.2536 1.6985
C 2.3397 -0.1034 1.0908
S 2.3015 -0.4967 -0.6403
H 0.2796 0.1055 3.7830
H 2.4674 0.7746 4.9211
H 4.5355 0.8563 3.5245
H 4.4208 0.2989 1.1223
Br 1.8758 1.5603 -2.4508
C 0.7596 0.3385 -3.3774
C 0.7664 0.3460 -4.7652
C -0.0570 -0.5554 -5.4343
C -0.8524 -1.4261 -4.6977
C -0.7914 -1.3592 -3.3151
N -0.0034 -0.4967 -2.6385
H 1.3945 1.0335 -5.3207
H -0.0776 -0.5779 -6.5203
H -1.5048 -2.1401 -5.1883
H -1.3935 -2.0183 -2.6959
N 0.6650 3.6311 -0.7259
C -0.6854 3.6735 -0.5150
C -1.0778 2.3574 -0.4537
N -0.0034 1.5227 -0.6215
C 1.0303 2.3161 -0.7830
H 1.2856 4.4229 -0.8228
H -1.2304 4.6025 -0.4298
H -2.0749 1.9661 -0.2979
H 2.0530 2.0016 -0.9427
S -2.3923 -0.4967 -0.6215
C -2.4538 -1.3878 0.7686
N -2.6253 -0.8385 2.0117
C -2.4480 -1.7353 3.1243
C -2.8215 -3.1273 2.6505
S -2.3074 -3.1247 0.9089
H -2.5956 0.1703 2.1064
H -3.0703 -1.4037 3.9602
H -1.3966 -1.6861 3.4306
H -3.9053 -3.2752 2.6898
H -2.3292 -3.9142 3.2271
H -0.0034 -2.2214 -0.6215
*
```


No. 5
Density functional theory data (ωB97M-V/def2-TZVPD) for a structure of composition C16H18Cl2OOsS2.

Values from the calculation:
Kohn-Sham gap (spin up / spin down): 6.2 / 5.0 eV
total energy: -2501.2645 Ha

ORCA input file:
```
! wB97M-V def2-TZVPD RIJCOSX def2/J DEFGRID3
* xyz 2 5
Os -0.3679 -0.3906 -0.2481
Cl 2.2399 -1.8229 -0.7370
C 2.8177 -1.5087 0.7307
C 4.4534 -1.0780 0.7045
C 5.1166 -1.1136 2.1678
C 4.1523 -0.9911 3.2429
C 2.7592 -1.1866 2.9456
Cl 1.7528 -0.6249 4.3885
C 2.3142 -1.5306 1.8335
S 0.2833 -1.5290 1.8902
H 5.0315 -1.7407 0.0164
H 5.9974 -0.9797 2.5212
H 4.4982 -0.8928 4.6130
C 2.5559 2.1634 -1.0339
C 1.7160 2.0411 0.0346
O 0.5450 1.5052 0.1533
C -0.6248 2.4495 -0.3571
C -0.7765 1.9873 -1.7163
H 3.5390 2.4610 -1.3451
H 2.5482 2.7931 -2.4104
H 2.6823 1.1393 -1.5215
H 1.7872 3.1803 0.2921
H 2.2822 1.6581 0.8578
H -0.0114 3.0367 -0.7251
H -1.2190 2.5851 0.2343
H -0.7008 2.0627 -2.9276
H -1.6693 2.0897 -2.0918
H -1.4802 0.8592 -1.5652
S -1.5133 -2.4450 -0.4847
C -2.7582 -1.7559 -0.9606
C -3.3507 -0.8272 0.0159
C -4.8596 0.0631 -0.1202
C -5.5856 -0.6619 -0.8730
C -5.3966 -2.0024 -1.9226
C -3.8716 -2.7889 -1.2308
H -2.5101 -0.1308 0.4485
H -5.1462 0.7828 0.4145
H -6.5793 -0.0966 -0.9674
H -6.5940 -2.7922 -2.2558
H -4.0569 -3.9675 -2.0114
*
```


No. 6
Density functional theory data (ωB97M-V/def2-TZVPD) for a structure of composition C16H18F2N6O3S2.

Values from the calculation:
Kohn-Sham gap: 8.6 eV
total energy: -2170.8442 Ha

ORCA input file:
```
! wB97M-V def2-TZVPD RIJCOSX def2/J DEFGRID3
* xyz 0 1
O 1.3099 -2.8979 -2.9663
O 1.3057 -1.9995 -5.2347
F 1.2790 6.3610 4.0201
F 0.4882 4.4984 5.0007
N -0.3838 0.6106 2.6046
N 3.4537 1.7558 0.2755
N -0.0973 -0.6926 0.6761
O -3.4611 -2.9887 -1.6277
S -1.7068 -0.4283 2.6802
C 0.2788 0.3336 1.5182
C 3.0848 2.6242 1.1808
C -1.1723 -1.2326 1.1938
C 2.4087 0.8122 0.3167
C 3.8027 3.8437 1.4908
C 3.2810 4.6502 2.4933
C 1.3600 3.0602 2.8095
C 1.4606 1.1269 1.2299
C 2.0503 4.2409 3.2466
N 1.9174 2.3110 1.7869
N -1.8332 -2.2822 0.5611
N -0.9558 -2.4079 -4.1334
C 1.5677 5.0698 4.3941
C -4.0220 -2.2565 -0.5146
C -3.2827 -2.5417 0.7886
C -1.2538 -2.9112 -0.6457
C -1.5840 -3.3088 -3.1345
C 0.6655 -0.2915 -3.2595
C -2.1202 -2.5993 -1.8699
S 0.6904 -1.9620 -3.9018
H 2.3951 -0.0457 -0.3325
H 4.6876 4.0872 0.9324
H 3.7571 5.6153 2.7094
H 0.4027 2.7552 3.2480
H -0.9768 -2.7885 -5.0769
H 2.3926 5.0876 5.1427
H -4.0386 -1.1575 -0.6976
H -5.0468 -2.5745 -0.3487
H -3.7627 -1.9063 1.5439
H -3.4504 -3.6031 1.0889
H -0.2043 -2.6792 -0.8457
H -1.2213 -4.0094 -0.4711
H -0.8917 -4.0758 -2.8215
H -2.4604 -3.7935 -3.5681
H 0.1326 0.3512 -3.9419
H 1.6663 0.1096 -3.1293
H 0.1570 -0.3290 -2.3022
H -2.0692 -1.5413 -2.1091
*
```


No. 7
Density functional theory data (ωB97M-V/def2-TZVPD) for a structure of composition C16H18FIrN5O4.

Values from the calculation:
Kohn-Sham gap: 7.4 eV
total energy: -1399.0908 Ha

ORCA input file:
```
! wB97M-V def2-TZVPD RIJCOSX def2/J DEFGRID3
* xyz 1 1
Ir -0.2355 0.3364 -0.2281
N 0.2282 0.0820 1.8094
N 1.5515 0.0739 2.2726
C 2.5923 0.0391 1.3871
N 3.8046 -0.0585 1.9116
N 2.2165 0.1318 0.1213
N 3.1811 0.0752 -0.8970
O 2.7299 0.0851 -2.0158
O 4.3753 0.0068 -0.6288
H -0.2776 0.7791 2.3481
H -0.2009 -0.8296 1.9735
H 1.7034 -0.0534 3.2591
H 3.9508 -0.1298 2.9032
H 4.5809 -0.0850 1.2654
C -0.4898 -0.4741 -4.3304
C -0.9140 -0.6461 -2.9061
O -0.8306 0.3766 -2.1718
C -1.4682 -1.8737 -2.4212
C -1.9783 -2.8091 -3.3590
C -2.6282 -3.9392 -2.9557
C -2.7665 -4.1846 -1.5781
C -2.2678 -3.3159 -0.6430
C -1.5989 -2.1427 -1.0368
O -1.0758 -1.4212 -0.0653
H 0.2357 0.3339 -4.3816
H -1.3461 -0.2015 -4.9528
H -0.0606 -1.3924 -4.7228
H -1.8802 -2.5974 -4.4153
H -3.0370 -4.6290 -3.6797
H -3.2741 -5.0810 -1.2448
H -2.3675 -3.5116 0.4159
F 3.5012 4.3530 -0.4944
C 2.2941 3.8028 -0.3863
C 1.7244 3.7254 0.8859
C 0.4928 3.1384 1.0079
C -0.1981 2.6270 -0.1179
C -1.4790 1.8966 0.0232
C 0.4043 2.7646 -1.3800
C 1.6629 3.3476 -1.5165
H 2.2538 4.1390 1.7333
H 0.0219 3.0865 1.9838
H -2.1678 1.9398 -0.8147
H -1.9857 1.9736 0.9831
H -0.1220 2.4145 -2.2531
H 2.1434 3.4477 -2.4795
*
```


No. 8
Density functional theory data (ωB97M-V/def2-TZVPD) for a cluster of 2 separate species, C16H18N in total.

Values from the calculation:
Kohn-Sham gap: 5.9 eV
total energy: -674.9359 Ha

ORCA input file:
```
! wB97M-V def2-TZVPD RIJCOSX def2/J DEFGRID3
* xyz 1 1
C -1.5219 -2.3661 -0.3609
C -2.6333 -1.7030 -1.0176
C -3.0165 -2.0738 -2.3308
C -4.1192 -1.4868 -2.9489
C -4.8429 -0.4774 -2.2976
C -4.4486 -0.0629 -1.0193
C -3.3615 -0.6638 -0.3836
C -0.8758 -1.7980 0.7557
C 0.2691 -2.3084 1.3392
C 0.8281 -1.8279 2.5722
C 2.0492 -2.3680 3.0624
C 2.5857 -1.9543 4.2743
C 1.9375 -0.9717 5.0402
C 0.7425 -0.4076 4.5680
C 0.1915 -0.8230 3.3585
H -0.9847 -3.1308 -0.9372
H -2.4269 -2.8238 -2.8616
H -4.4175 -1.8104 -3.9473
H -5.7164 -0.0218 -2.7745
H -4.9881 0.7362 -0.5067
H -3.0699 -0.3342 0.6140
H -1.2667 -0.8559 1.1409
H 0.8101 -3.1146 0.8293
H 2.5533 -3.1297 2.4639
H 3.5169 -2.3909 4.6370
H 2.3557 -0.6440 5.9939
H 0.2336 0.3636 5.1499
H -0.7494 -0.3914 3.0081
C -3.4036 -5.2313 -0.8493
N -2.7637 -4.7481 0.3353
H -3.9944 -6.1137 -0.5781
H -4.0647 -4.5008 -1.3359
H -2.6409 -5.5460 -1.5688
H -2.2426 -3.8823 0.3027
H -3.2926 -4.8656 1.1920
*
```


No. 9
Density functional theory data (ωB97M-V/def2-TZVPD) for an isolated molecule of C16H18N2O2S.

Values from the calculation:
Kohn-Sham gap: 8.4 eV
total energy: -1278.7018 Ha

ORCA input file:
```
! wB97M-V def2-TZVPD RIJCOSX def2/J DEFGRID3
* xyz 0 1
C -5.3003 -0.8513 -0.6769
C -4.6922 0.5224 -0.4085
O -3.8085 0.5218 0.6939
C -2.5642 -0.0198 0.5643
C -1.8143 -0.0827 1.7408
C -0.5342 -0.5873 1.7324
C 0.0363 -1.0464 0.5466
N 1.3530 -1.5220 0.5951
C 2.1483 -1.8989 -0.4346
O 1.7887 -2.1011 -1.5729
C 3.6062 -2.0705 -0.0309
S 4.2456 -0.5868 0.8324
C 3.2370 0.6601 0.0314
C 3.3175 0.8271 -1.3383
C 2.4683 1.7099 -1.9796
C 1.5437 2.4276 -1.2387
C 1.4797 2.2823 0.1323
C 2.3294 1.3999 0.7988
N 2.2104 1.1943 2.1578
C -0.7050 -0.9880 -0.6246
C -1.9918 -0.4785 -0.6166
H -4.5297 -1.5731 -0.9362
H -6.0116 -0.7836 -1.4954
H -5.8162 -1.2052 0.2121
H -5.4791 1.2261 -0.1220
H -4.1940 0.9110 -1.3053
H -2.2626 0.2779 2.6530
H 0.0365 -0.6203 2.6490
H 1.8070 -1.3809 1.4896
H 3.7288 -2.8988 0.6676
H 4.2043 -2.2571 -0.9227
H 4.0351 0.2520 -1.9034
H 2.5248 1.8281 -3.0500
H 0.8689 3.1105 -1.7326
H 0.7560 2.8401 0.7089
H 1.7540 1.9306 2.6714
H 3.0272 0.8103 2.6092
H -0.2728 -1.3361 -1.5474
H -2.5301 -0.4435 -1.5502
*
```


No. 10
Density functional theory data (ωB97M-V/def2-TZVPD) for an isolated molecule of C16H18N2O3.

Values from the calculation:
Kohn-Sham gap: 7.5 eV
total energy: -955.7093 Ha

ORCA input file:
```
! wB97M-V def2-TZVPD RIJCOSX def2/J DEFGRID3
* xyz 0 1
C -2.6407 2.4198 -2.5607
C -1.7663 1.7748 -1.4917
C -1.9743 2.2906 -0.0882
C -2.8292 3.3411 0.2042
C -3.0115 3.7918 1.5021
C -2.3320 3.1869 2.5440
C -1.4706 2.1407 2.2827
C -1.2857 1.6874 0.9788
N -0.3898 0.6594 0.7291
N 0.0656 -0.0714 1.7328
C 0.8654 -1.0625 1.6305
C 1.2236 -1.6987 2.9579
C 1.4395 -1.6733 0.4080
C 2.7643 -2.0574 0.3406
O 3.6729 -1.8087 1.2986
C 3.2600 -2.7355 -0.8076
C 2.4227 -2.9972 -1.8358
C 2.7941 -3.7246 -3.0831
O 1.1472 -2.5947 -1.8062
C 0.5981 -1.9184 -0.7400
O -0.5603 -1.5762 -0.8670
H -3.6949 2.2817 -2.3327
H -2.4334 3.4841 -2.6490
H -2.4383 1.9548 -3.5233
H -0.7159 1.9254 -1.7673
H -1.9551 0.6960 -1.4997
H -3.3735 3.8255 -0.5906
H -3.6857 4.6131 1.6942
H -2.4707 3.5299 3.5587
H -0.9301 1.6497 3.0760
H -0.3504 0.2951 -0.2176
H 0.3146 -1.7875 3.5485
H 1.6451 -2.6927 2.8271
H 1.9109 -1.0785 3.5370
H 3.2684 -1.3244 2.0309
H 4.2943 -3.0284 -0.8242
H 3.8418 -4.0052 -3.0627
H 2.6005 -3.0948 -3.9498
H 2.1794 -4.6177 -3.1844
*
```


No. 11
Density functional theory data (ωB97M-V/def2-TZVPD) for an isolated molecule of C16H18N2O3.

Values from the calculation:
Kohn-Sham gap: 9.1 eV
total energy: -955.7476 Ha

ORCA input file:
```
! wB97M-V def2-TZVPD RIJCOSX def2/J DEFGRID3
* xyz 0 1
C 7.1357 0.5648 -1.9598
C 5.7834 -0.0837 -2.2108
O 4.7926 0.7669 -1.6692
C 3.4852 0.4210 -1.7897
C 3.0160 -0.7400 -2.3934
C 1.6529 -0.9839 -2.4544
C 0.7383 -0.0856 -1.9310
C -0.7427 -0.3529 -1.9691
N -1.2800 -0.5881 -0.6357
C -0.8469 -1.8097 -0.0057
C -1.9982 0.3896 -0.0385
O -2.1852 1.4770 -0.5555
C -2.6003 0.0790 1.2947
C -2.4113 0.9938 2.3683
C -3.0120 0.7990 3.5651
C -3.8924 -0.3202 3.8009
O -4.4766 -0.5893 4.8322
N -4.0574 -1.1457 2.6852
C -3.4505 -0.9664 1.4929
C 1.2137 1.0753 -1.3259
C 2.5648 1.3264 -1.2538
H 7.9270 -0.0611 -2.3624
H 7.2912 0.6965 -0.8926
H 7.1727 1.5399 -2.4374
H 5.7401 -1.0699 -1.7270
H 5.6198 -0.2143 -3.2897
H 3.6962 -1.4616 -2.8181
H 1.3047 -1.8908 -2.9293
H -1.2709 0.5165 -2.3686
H -0.9597 -1.2288 -2.5888
H -1.0166 -1.7720 1.0675
H -1.3770 -2.6713 -0.4235
H 0.2224 -1.9424 -0.1858
H -1.7744 1.8490 2.1976
H -2.8717 1.4796 4.3896
H -4.7022 -1.9163 2.8155
H -3.6871 -1.6773 0.7143
H 0.5079 1.7829 -0.9179
H 2.9428 2.2240 -0.7907
*
```


> Which of these has the lowest total energy?

C16H18BrN5OReS3